Formula: C5H13O2
Source: OMol25
Level of theory: ωB97M-V/def2-TZVPD

Summary:
Largest force on an atom   5.0 eV Å⁻¹
ΔE to the lowest compared entry with this formula, charge and spin   1.4529 eV
Net charge   -1
Gap between HOMO and LUMO   6.8 eV
Calculated total energy   -9489.87505 eV
HOMO level   -3.306 eV

Last column: Löwdin charge in e.
Positions of all 20 atoms, in Å:
C: 0.50453 1.02519 1.22159  -0.38
O: -0.16583 2.13940 1.76166  -0.33
C: -0.56157 0.45826 0.16998  -0.19
C: -0.31210 -0.99139 -0.44506  -0.27
C: 0.80204 -1.18306 -1.43155  -0.30
C: 0.63762 -2.26122 -2.50983  -0.12
H: 0.61696 0.11989 1.93991  0.10
H: 1.50182 1.18997 0.92204  0.05
H: -1.55627 0.40854 0.73123  0.11
H: -0.88004 1.26863 -0.55010  0.10
H: -0.14475 -1.66736 0.38484  0.08
H: -1.20136 -1.45073 -0.92487  0.10
H: 0.81316 -0.14458 -1.86227  0.11
H: 1.77514 -1.24546 -0.86797  0.12
H: -0.29187 -2.13897 -3.04979  0.06
H: 1.42262 -2.24902 -3.21019  0.04
H: 0.56177 -3.25467 -2.08087  0.06
H: -1.08816 4.01040 3.73434  -0.10
H: -0.93283 2.66819 2.69182  -0.05
O: -1.50088 3.29801 3.37510  -0.20